[1]
{
  "formula": "C27H27CsF18N6O3PS",
  "method": "ωB97M-V with the def2-TZVPD basis set",
  "elements": ["Cs", "C", "C", "C", "C", "C", "N", "C", "C", "C", "C", "C", "C", "C", "C", "O", "C", "F", "F", "F", "C", "F", "F", "F", "C", "C", "C", "O", "C", "F", "F", "F", "C", "F", "F", "F", "H", "H", "H", "H", "H", "H", "H", "H", "H", "H", "H", "H", "C", "C", "N", "N", "C", "S", "N", "N", "H", "H", "H", "H", "H", "H", "F", "P", "F", "F", "F", "F", "F", "C", "N", "C", "C", "C", "O", "H", "H", "H", "H", "H", "H", "H", "H", "H"],
  "xyz": [[-0.484, -0.668, 0.104], [-0.102, -6.285, 2.929], [0.410, -5.251, 1.960], [-0.081, -5.179, 0.660], [0.359, -4.203, -0.213], [1.323, -3.257, 0.174], [1.613, -2.219, -0.683], [2.270, -2.399, -1.845], [3.074, -3.556, -2.021], [3.815, -3.782, -3.156], [3.792, -2.856, -4.192], [4.632, -3.030, -5.428], [2.991, -1.725, -4.044], [2.227, -1.448, -2.918], [1.331, -0.154, -2.942], [0.600, 0.121, -1.870], [0.365, -0.313, -4.175], [-0.579, 0.644, -4.187], [0.950, -0.254, -5.408], [-0.271, -1.494, -4.112], [2.273, 1.081, -3.180], [1.542, 2.221, -3.259], [3.112, 1.214, -2.148], [3.047, 1.082, -4.303], [1.814, -3.320, 1.487], [1.354, -4.310, 2.349], [2.857, -2.247, 1.869], [2.995, -1.316, 0.943], [4.230, -2.970, 2.112], [4.682, -3.482, 0.955], [5.172, -2.126, 2.570], [4.202, -4.011, 2.991], [2.412, -1.575, 3.218], [2.517, -2.369, 4.326], [3.121, -0.477, 3.489], [1.116, -1.204, 3.158], [-0.370, -7.210, 2.415], [-0.998, -5.931, 3.450], [0.649, -6.519, 3.686], [-0.833, -5.887, 0.327], [-0.049, -4.142, -1.216], [3.121, -4.257, -1.198], [4.429, -4.673, -3.234], [4.875, -4.081, -5.597], [5.574, -2.481, -5.340], [4.115, -2.651, -6.311], [2.974, -1.034, -4.873], [1.749, -4.355, 3.356], [-1.927, 3.072, -2.973], [-2.030, 3.872, -1.734], [-2.285, 5.137, -1.646], [-2.244, 5.382, -0.294], [-1.982, 4.298, 0.465], [-1.858, 4.246, 2.119], [-1.837, 3.319, -0.486], [-1.558, 1.984, -0.212], [-2.094, 3.716, -3.832], [-2.657, 2.260, -2.970], [-0.941, 2.611, -3.044], [-2.390, 6.303, 0.072], [-0.700, 1.715, -0.693], [-2.321, 1.412, -0.569], [-2.694, -1.502, -0.824], [-4.267, -1.367, -1.248], [-4.561, -2.815, -0.580], [-5.821, -1.220, -1.675], [-3.939, 0.096, -1.893], [-3.938, -2.072, -2.659], [-4.578, -0.655, 0.168], [-2.032, -2.180, 5.272], [-2.028, -1.099, 4.309], [-1.758, 0.241, 4.793], [-2.120, -1.316, 2.965], [-2.335, -2.740, 2.512], [-1.975, -0.415, 2.157], [-1.665, -1.797, 6.223], [-1.371, -2.993, 4.966], [-3.036, -2.586, 5.436], [-2.538, 0.564, 5.488], [-1.734, 0.918, 3.944], [-0.790, 0.277, 5.302], [-3.084, -3.265, 3.105], [-1.387, -3.283, 2.601], [-2.637, -2.741, 1.467]],
  "multiplicity": 2,
  "e_tot_ha": -4156.9674,
  "s2": 0.79,
  "homo_ev": [-2.51, -2.81],
  "orbital_gap_ha": [0.2273, 0.2384],
  "lumo_energy_ha": [0.1351, 0.1351],
  "charge": -2,
  "relative_energy_kj_mol": 190.6
}

---

[2]
{
  "formula": "C2H3Cl2O2S",
  "method": "ωB97M-V with the def2-TZVPD basis set",
  "elements": ["C", "C", "O", "O", "S", "Cl", "Cl", "H", "H", "H"],
  "xyz": [[1.206, 0.021, 0.313], [-0.004, 0.589, -0.305], [-1.150, -1.738, -0.998], [-0.343, 0.520, -1.678], [-1.443, -0.377, -0.530], [-2.016, -0.755, 1.582], [-0.613, 2.068, 0.493], [2.105, 0.755, 0.129], [1.299, -0.827, -0.393], [0.958, -0.255, 1.387]],
  "multiplicity": 1,
  "e_tot_ha": -1547.0814,
  "homo_ev": -4.73,
  "orbital_gap_ha": 0.3078,
  "lumo_energy_ha": 0.1339,
  "charge": -1,
  "relative_energy_kj_mol": 45.7
}

---

[3]
{
  "formula": "ArH24O12",
  "method": "ωB97M-V with the def2-TZVPD basis set",
  "elements": ["Ar", "O", "H", "H", "O", "H", "H", "O", "H", "H", "O", "H", "H", "O", "H", "H", "O", "H", "H", "O", "H", "H", "O", "H", "H", "O", "H", "H", "O", "H", "H", "O", "H", "H", "O", "H", "H"],
  "xyz": [[-0.795, 0.271, -0.376], [1.038, -0.084, -3.170], [1.372, -0.957, -3.374], [0.096, -0.207, -3.056], [-1.027, -2.768, -1.515], [-1.183, -2.018, -2.089], [-1.859, -2.900, -1.061], [-1.717, -0.703, -3.709], [-2.629, -0.917, -3.512], [-1.549, -1.122, -4.553], [-0.078, 3.722, 0.907], [0.262, 3.420, 0.065], [0.688, 4.072, 1.363], [1.081, -2.389, 1.153], [1.349, -2.702, 2.016], [0.167, -2.664, 1.071], [-2.627, -2.012, 2.410], [-2.113, -2.215, 3.191], [-2.832, -1.081, 2.493], [-2.994, 0.914, 2.285], [-3.700, 0.776, 2.917], [-2.410, 1.541, 2.712], [2.706, -2.148, -1.025], [1.994, -2.306, -0.406], [3.394, -1.738, -0.500], [2.964, 0.990, -1.649], [3.886, 0.846, -1.860], [2.486, 0.579, -2.368], [1.008, 0.047, 2.550], [0.671, -0.624, 1.957], [1.315, -0.441, 3.315], [0.811, 2.941, -1.799], [0.032, 2.474, -2.103], [1.407, 2.250, -1.511], [-0.634, 2.442, 3.387], [-0.465, 3.046, 2.664], [-0.113, 1.666, 3.179]],
  "multiplicity": 1,
  "e_tot_ha": -1444.7945,
  "homo_ev": -10.53,
  "orbital_gap_ha": 0.3858,
  "lumo_energy_ha": -0.0011,
  "relative_energy_kj_mol": 95.2
}

---

[4]
{
  "formula": "C45H26ClFeN11O6S3",
  "method": "ωB97M-V with the def2-TZVPD basis set",
  "elements": ["Fe", "C", "C", "C", "C", "C", "N", "C", "N", "C", "C", "C", "C", "C", "C", "C", "C", "N", "C", "N", "C", "N", "C", "N", "C", "N", "C", "C", "C", "C", "C", "C", "C", "C", "C", "C", "C", "C", "N", "C", "C", "H", "H", "H", "H", "H", "H", "H", "H", "H", "H", "H", "H", "H", "H", "H", "H", "O", "Cl", "O", "O", "O", "O", "S", "O", "N", "C", "S", "C", "C", "C", "C", "C", "C", "H", "H", "H", "H", "N", "C", "S", "C", "C", "C", "N", "C", "C", "H", "H", "H", "H", "H", "H"],
  "xyz": [[-0.634, 0.358, -0.190], [-2.264, 0.285, 6.278], [-0.892, 0.295, 6.575], [0.057, 0.288, 5.565], [-0.400, 0.278, 4.252], [0.286, 0.300, 2.972], [-0.617, 0.365, 1.932], [-1.858, 0.414, 2.510], [-3.069, 0.779, 2.001], [-3.111, 1.422, 0.878], [-4.183, 2.372, 0.463], [-5.489, 2.542, 0.858], [-6.203, 3.604, 0.299], [-5.601, 4.470, -0.604], [-4.264, 4.307, -0.973], [-3.576, 3.246, -0.431], [-2.152, 2.801, -0.532], [-1.141, 3.580, -0.854], [0.090, 3.160, -0.486], [0.421, 1.882, -0.141], [1.621, 1.850, 0.385], [0.960, -0.830, -0.645], [2.103, -0.567, -0.140], [2.228, 0.641, 0.677], [2.418, 0.038, 1.955], [1.619, 0.030, 2.947], [3.430, -1.005, 1.697], [4.333, -1.641, 2.519], [5.160, -2.606, 1.950], [5.069, -2.908, 0.599], [4.120, -2.294, -0.216], [3.275, -1.369, 0.349], [2.208, 3.175, 0.393], [3.422, 3.690, 0.828], [3.649, 5.050, 0.670], [2.679, 5.883, 0.094], [1.464, 5.370, -0.338], [1.235, 4.010, -0.190], [-2.036, 1.603, 0.078], [-1.753, 0.283, 3.960], [-2.709, 0.285, 4.966], [-2.981, 0.282, 7.090], [-0.575, 0.319, 7.611], [1.119, 0.299, 5.781], [-5.939, 1.859, 1.569], [-7.239, 3.759, 0.576], [-6.176, 5.287, -1.023], [-3.780, 4.978, -1.672], [4.399, -1.388, 3.571], [5.888, -3.117, 2.569], [5.721, -3.646, 0.150], [4.061, -2.546, -1.259], [4.169, 3.045, 1.277], [4.590, 5.478, 0.992], [2.886, 6.941, -0.011], [0.706, 6.004, -0.783], [-3.764, 0.276, 4.715], [-4.155, -0.897, -0.392], [-3.208, -1.909, 0.036], [-3.534, -2.370, 1.361], [-3.170, -2.997, -0.896], [-1.863, -1.301, 0.105], [2.615, -5.948, -3.863], [3.004, -5.086, -2.771], [4.442, -4.952, -2.586], [2.290, -3.625, -2.838], [1.502, -3.441, -1.735], [0.368, -2.118, -1.617], [1.446, -4.540, -0.813], [0.720, -4.694, 0.379], [0.812, -5.891, 1.061], [1.606, -6.949, 0.590], [2.333, -6.803, -0.583], [2.254, -5.597, -1.257], [0.086, -3.889, 0.737], [0.246, -6.022, 1.977], [1.643, -7.885, 1.136], [2.946, -7.612, -0.968], [-0.277, 1.110, -7.150], [-1.431, 0.842, -6.399], [-2.907, 0.689, -7.228], [-1.266, 0.766, -4.995], [-0.025, 1.061, -4.345], [0.094, 0.970, -2.988], [-0.910, 0.609, -2.150], [-2.104, 0.339, -2.759], [-2.317, 0.404, -4.106], [-0.450, 0.982, -8.134], [0.563, 0.647, -6.833], [0.835, 1.394, -4.911], [1.045, 1.204, -2.522], [-2.919, 0.073, -2.096], [-3.291, 0.168, -4.510]],
  "multiplicity": 5,
  "e_tot_ha": -5702.4906,
  "s2": 6.08,
  "homo_ev": [-0.72, -2.87],
  "orbital_gap_ha": [0.1439, 0.1701],
  "lumo_energy_ha": [0.1175, 0.0648],
  "charge": -2,
  "relative_energy_kj_mol": 21.0
}

---

[5]
{
  "formula": "CHN5O",
  "method": "ωB97M-V with the def2-TZVPD basis set",
  "elements": ["C", "N", "N", "N", "N", "N", "O", "H"],
  "xyz": [[-1.421, 0.574, -0.934], [-1.467, -0.364, -0.189], [-0.959, -1.272, 0.411], [0.262, -1.242, 0.722], [1.965, 0.208, 0.152], [0.938, -0.210, 0.470], [2.814, 0.998, 0.514], [-2.132, 1.308, -1.147]],
  "multiplicity": 1,
  "e_tot_ha": -387.3828,
  "homo_ev": [-8.21, -8.42],
  "orbital_gap_ha": [0.2539, 0.2667],
  "lumo_energy_ha": [-0.0477, -0.0428],
  "relative_energy_kj_mol": 1121.4
}

---

[6]
{
  "formula": "C33H37NO2",
  "method": "ωB97M-V with the def2-TZVPD basis set",
  "elements": ["C", "C", "N", "C", "O", "O", "H", "H", "H", "H", "H", "H", "H", "C", "C", "C", "C", "C", "C", "H", "H", "H", "H", "H", "H", "C", "C", "C", "C", "C", "C", "H", "H", "H", "H", "H", "H", "C", "C", "C", "C", "C", "C", "H", "H", "H", "H", "H", "H", "C", "C", "C", "C", "C", "C", "H", "H", "H", "H", "H", "H", "C", "C", "C", "C", "C", "C", "H", "H", "H", "H", "H", "H"],
  "xyz": [[7.849, 5.012, 1.135], [6.693, 5.990, 0.914], [5.437, 5.367, 0.502], [4.866, 4.425, 1.318], [4.782, 4.513, 2.511], [4.302, 3.372, 0.630], [8.505, 4.955, 0.266], [7.485, 4.006, 1.346], [8.450, 5.312, 1.992], [6.505, 6.568, 1.817], [6.952, 6.711, 0.140], [5.360, 5.132, -0.475], [4.994, 2.874, 0.184], [2.418, 2.199, 5.003], [3.782, 2.227, 4.746], [4.641, 1.467, 5.528], [4.140, 0.683, 6.559], [2.775, 0.656, 6.811], [1.913, 1.416, 6.032], [1.747, 2.792, 4.394], [4.159, 2.837, 3.936], [5.706, 1.487, 5.335], [4.813, 0.092, 7.167], [2.384, 0.044, 7.614], [0.848, 1.399, 6.229], [-2.444, 3.097, 1.513], [-1.074, 3.136, 1.292], [-0.219, 2.389, 2.092], [-0.738, 1.596, 3.106], [-2.108, 1.556, 3.327], [-2.961, 2.310, 2.534], [-3.109, 3.681, 0.890], [-0.671, 3.749, 0.496], [0.850, 2.420, 1.922], [-0.072, 1.004, 3.722], [-2.509, 0.932, 4.116], [-4.029, 2.281, 2.707], [-0.434, -1.093, 0.017], [-0.344, -2.250, -0.744], [-1.493, -2.956, -1.071], [-2.734, -2.503, -0.643], [-2.822, -1.344, 0.115], [-1.673, -0.639, 0.448], [0.460, -0.540, 0.276], [0.623, -2.602, -1.084], [-1.428, -3.861, -1.662], [-3.631, -3.049, -0.907], [-3.789, -0.987, 0.449], [-1.740, 0.261, 1.043], [-0.163, -5.973, -6.077], [-1.535, -6.047, -6.273], [-2.385, -5.211, -5.561], [-1.865, -4.297, -4.656], [-0.492, -4.225, -4.462], [0.359, -5.061, -5.170], [0.499, -6.626, -6.631], [-1.943, -6.758, -6.980], [-3.455, -5.272, -5.713], [-2.522, -3.642, -4.098], [-0.089, -3.511, -3.755], [1.429, -5.005, -5.013], [-7.038, -2.338, -2.598], [-6.850, -3.235, -3.641], [-5.751, -3.103, -4.478], [-4.841, -2.076, -4.271], [-5.027, -1.181, -3.227], [-6.127, -1.312, -2.391], [-7.896, -2.441, -1.945], [-7.560, -4.036, -3.801], [-5.604, -3.801, -5.293], [-3.980, -1.973, -4.920], [-4.310, -0.388, -3.059], [-6.273, -0.614, -1.576]],
  "multiplicity": 1,
  "e_tot_ha": -1484.9100,
  "smiles": "CCNC(=O)O.c1ccccc1.c1ccccc1.c1ccccc1.c1ccccc1.c1ccccc1",
  "homo_ev": -9.02,
  "orbital_gap_ha": 0.3441,
  "lumo_energy_ha": 0.0126
}

---

multiplicity of number 5 (CHN5O)? 1